The ion C5H12N2O with charge +1, computed with ωB97M-V with the def2-TZVPD basis set.

The calculation puts the frontier orbital gap (alpha / beta) at 12.20 / 6.50 eV. The value obtained for the energy above the lowest of the compared OMol25 structures with the same formula, charge and spin is 50.33 kJ/mol. As for the HOMO energy (alpha / beta): -15.6 / -15.4 eV. Its multiplicity is 2. As for the total charge: +1.

```
20
Properties=species:S:1:pos:R:3:forces:R:3:mulliken_charge:R:1
O 0.8074 2.0887 0.9413 -0.5 -0.4 -0.9 -0.42
N 1.3469 1.2179 2.9629 -0.7 -0.1 -0.5 -0.38
N 0.5988 -0.1899 1.3172 1.4 -1.2 -2.5 0.02
C -0.7098 -0.3545 -0.7522 -2.2 -0.1 -0.3 0.79
C -0.7949 0.7861 -1.7440 0.5 0.7 -0.6 -1.55
C 0.8553 1.1570 1.6798 1.0 1.5 2.5 0.49
C -1.1581 -1.6869 -1.4366 1.6 0.9 -0.2 -1.51
C 0.6835 -0.5411 -0.0859 0.1 -0.1 0.9 -0.69
H -2.0391 -1.4938 -2.0366 -0.3 -0.1 0.3 0.40
H 1.3704 0.1209 -0.6255 0.0 0.1 0.3 0.33
H -0.7771 1.8020 -1.3423 0.1 -0.3 0.5 0.35
H 0.9504 -0.9695 1.8825 -0.6 0.5 0.6 0.38
H -1.7340 0.7204 -2.2923 0.0 -0.2 0.0 0.41
H 1.0265 -1.5726 -0.1050 -0.1 0.0 -0.3 0.52
H 1.4855 2.1365 3.3632 0.1 0.0 -0.2 0.29
H -1.2598 -2.5182 -0.7505 -0.2 -0.1 0.0 0.37
H 1.1164 0.5077 3.6286 0.0 -0.3 0.3 0.23
H -0.3417 -1.8695 -2.1475 -0.3 -0.5 0.0 0.41
H -1.4413 -0.1162 0.0250 0.1 -0.2 0.2 0.17
H 0.0147 0.7750 -2.4821 -0.1 -0.3 0.0 0.40
```
Positions in Å, forces in eV/Å.

A cluster of 2 separate species, C5H12N2O2 in total, computed with ωB97M-V with the def2-TZVPD basis set.

The calculation puts the frontier orbital gap at 9.93 eV. The value obtained for the energy above the lowest of the compared OMol25 structures with the same formula, charge and spin is 291.64 kJ/mol. As for the HOMO energy: -9.1 eV. Its multiplicity is 1. The SMILES is COC(N)=O.C=CCN.

```
21
Properties=species:S:1:pos:R:3:forces:R:3:mulliken_charge:R:1
O -1.3831 1.0756 1.4576 0.7 -0.2 -2.0 -0.40
O 0.2880 2.1064 0.0699 -0.3 0.1 -0.1 -0.48
N -0.6239 2.9365 2.0830 -1.2 -1.3 0.4 -0.45
N 2.2848 -2.1830 0.2059 0.0 0.0 0.0 -0.63
C 0.4714 -0.4388 -2.2675 0.0 0.0 0.0 -0.75
C 0.5798 -1.4966 -1.4758 0.1 0.0 0.1 -0.08
C -0.4128 2.1574 1.0305 -1.0 -1.7 0.8 0.43
C 1.0426 -1.4460 -0.0447 0.0 0.0 0.0 -0.18
C -2.0762 0.4323 0.3878 0.0 -0.1 -0.1 -0.46
H -1.4063 0.2571 -0.4524 0.1 0.0 0.1 0.11
H 0.0691 3.6352 2.3084 -0.3 -0.1 0.6 0.25
H 0.3676 -2.4907 -1.8619 0.0 0.0 -0.1 0.25
H 2.1736 -3.1601 -0.0460 0.0 0.1 0.0 0.24
H 3.0289 -1.8080 -0.3735 -0.1 -0.1 0.0 0.25
H -2.4505 -0.5272 0.7462 0.0 0.1 0.0 0.21
H 0.6852 0.5578 -1.9053 0.0 0.1 0.1 0.25
H -2.9033 1.0497 0.0311 -0.1 0.0 0.1 0.31
H 0.1608 -0.5273 -3.2994 0.0 -0.1 -0.1 0.25
H 0.2751 -1.8725 0.6101 0.0 0.1 0.0 0.21
H 1.1939 -0.4090 0.2602 -0.1 0.0 0.0 0.21
H -1.3649 2.1512 2.5358 2.0 3.2 0.2 0.45
```
Positions in Å, forces in eV/Å.

A structure of composition C5H12N2O2, computed with ωB97M-V with the def2-TZVPD basis set.

The calculation puts the frontier orbital gap at 8.28 eV. The value obtained for the energy above the lowest of the compared OMol25 structures with the same formula, charge and spin is 561.14 kJ/mol. As for the HOMO energy: -8.2 eV. Its multiplicity is 1.

```
21
Properties=species:S:1:pos:R:3:forces:R:3:mulliken_charge:R:1
O -0.8076 -2.0401 0.6281 -0.2 0.6 0.4 -0.79
O 1.6985 -1.8122 0.3449 0.1 0.1 0.2 -0.65
N -1.4552 -0.2571 -1.6727 0.2 0.0 0.3 -0.68
N -1.4402 0.0435 -0.2921 -0.5 0.4 0.5 0.29
C -1.5577 1.4537 0.0053 0.1 -0.1 0.0 -0.79
C 1.1415 -0.5465 0.3220 -1.3 -0.5 -0.8 1.04
C -0.6008 -0.8129 0.4981 2.2 -0.9 -1.7 0.50
C 1.6784 0.3000 -0.8093 0.1 -0.1 0.1 -1.48
C 0.8562 0.0732 1.5996 -1.4 -0.1 0.3 -1.10
H 2.7391 0.5002 -0.6374 0.0 0.0 0.0 0.39
H -1.9013 -1.1607 -1.7847 0.0 0.0 0.0 0.28
H 0.9191 -2.4158 0.4481 0.1 0.1 -0.1 0.40
H -0.5158 -0.3139 -2.0573 0.0 0.0 0.1 0.25
H 0.7747 1.1528 1.6644 0.1 0.0 0.1 0.37
H -2.3583 1.8511 -0.6143 0.0 0.0 0.0 0.26
H 1.1667 1.2564 -0.9048 0.0 0.0 0.0 0.30
H -0.5795 -0.1746 1.6591 0.7 0.4 0.5 0.09
H 1.6042 -0.2461 -1.7492 0.0 0.0 0.0 0.35
H -1.8303 1.5823 1.0546 0.0 0.0 0.0 0.36
H -0.6524 2.0461 -0.1972 0.0 0.0 0.0 0.23
H 1.1208 -0.4793 2.4949 -0.1 0.1 0.1 0.36
```
Positions in Å, forces in eV/Å.

A cluster of 2 separate species, C5H12N2O2 in total, computed with ωB97M-V with the def2-TZVPD basis set.

The calculation puts the frontier orbital gap (alpha / beta) at 8.90 / 8.34 eV. The value obtained for the energy above the lowest of the compared OMol25 structures with the same formula, charge and spin is 671.14 kJ/mol. As for the HOMO energy (alpha / beta): -8.8 / -9.4 eV. Its multiplicity is 1.

```
21
Properties=species:S:1:pos:R:3:forces:R:3:mulliken_charge:R:1
O -1.3055 2.5612 -0.1869 0.2 -0.1 -0.4 -0.52
O -3.4023 -1.1751 0.2833 0.4 -0.8 0.2 -0.30
N 0.4454 -1.4202 0.2941 5.7 -0.1 3.0 -0.67
N -2.5790 -0.6529 -0.6329 0.0 1.9 -1.5 -0.32
C -1.3882 1.6603 0.6467 -0.9 1.6 -0.3 -0.17
C 1.8791 0.3559 0.8282 -2.2 4.6 1.3 -1.56
C 0.5860 -0.0129 0.0936 1.1 0.8 -0.4 2.17
C -0.6015 0.5365 0.7946 1.1 -0.8 0.5 -1.00
C 0.7936 0.3194 -1.4000 -1.5 3.9 1.0 -1.72
H 2.5468 -0.3335 0.4763 2.4 -1.3 -0.5 0.50
H -2.8107 -1.9160 0.4323 -0.7 -1.0 1.3 0.39
H -3.1251 0.1543 -0.9980 0.6 -0.3 0.2 0.23
H 1.2974 -1.9992 0.0992 -1.4 0.9 -0.1 0.23
H -0.7247 0.0543 1.7571 -0.2 -0.3 0.0 0.43
H -0.3143 -1.6643 -0.1384 -5.0 -2.6 -3.3 0.19
H 2.1181 1.4681 0.6203 0.1 -1.9 -0.2 0.32
H 1.7498 0.4113 1.9232 0.2 -0.9 -0.4 0.33
H 1.7277 -0.0162 -1.7401 1.1 -0.7 -0.6 0.42
H -2.1663 1.7275 1.4103 -0.4 0.1 0.3 0.35
H 0.6556 1.4487 -1.6819 0.8 -1.6 1.1 0.28
H -0.0504 -0.0038 -1.9130 -1.2 -1.6 -1.3 0.42
```
Positions in Å, forces in eV/Å.

The molecule C5H12N2O2, computed with ωB97M-V with the def2-TZVPD basis set.

The calculation puts the frontier orbital gap at 10.38 eV. The value obtained for the energy above the lowest of the compared OMol25 structures with the same formula, charge and spin is 20.41 kJ/mol. As for the HOMO energy: -9.4 eV. Its multiplicity is 1. The SMILES is C[C@H](O)[C@](C)(N)C(N)=O.

```
21
Properties=species:S:1:pos:R:3:forces:R:3:mulliken_charge:R:1
O -2.2081 0.2421 0.0070 -0.3 0.2 0.1 -0.60
O -0.1580 1.9063 -0.9765 -0.2 0.2 -0.4 -0.67
N 1.3883 1.9754 0.6660 0.2 0.3 0.0 -0.35
N 0.0251 0.0018 1.8734 0.0 -0.1 0.2 -0.79
C 0.1636 -0.0729 0.4163 -0.4 -0.3 0.0 1.52
C 0.4233 1.3699 -0.0548 0.2 -0.2 0.4 0.12
C -0.9852 -0.9273 -1.7302 -0.1 0.2 0.2 -1.38
C 1.3860 -0.9326 0.0892 -0.2 0.2 0.0 -1.93
C -1.1312 -0.6352 -0.2383 0.4 0.0 -0.3 -0.19
H -0.5964 -0.0522 -2.2491 0.0 0.0 0.0 0.31
H -2.0354 1.0394 -0.5163 0.0 0.0 0.0 0.42
H -0.3216 -1.7647 -1.9020 0.1 -0.2 -0.1 0.37
H 1.6560 1.5533 1.5387 -0.1 0.0 0.1 0.23
H -1.9660 -1.1684 -2.1319 -0.1 -0.1 -0.1 0.38
H -0.0028 -0.9365 2.2626 0.0 0.1 0.0 0.29
H 2.2094 -0.6564 0.7389 0.1 0.0 0.1 0.44
H -1.3963 -1.5636 0.2873 0.2 0.1 0.0 0.47
H -0.8647 0.4425 2.0976 0.1 -0.1 0.0 0.25
H 1.1550 -1.9827 0.2483 0.0 -0.2 0.0 0.42
H 1.6927 -0.7924 -0.9417 0.1 -0.1 -0.1 0.41
H 1.5663 2.9544 0.5156 0.0 0.0 -0.1 0.28
```
Positions in Å, forces in eV/Å.

A cluster of 2 separate species, C5H12N2O2 in total, computed with ωB97M-V with the def2-TZVPD basis set.

The calculation puts the frontier orbital gap at 8.48 eV. The value obtained for the energy above the lowest of the compared OMol25 structures with the same formula, charge and spin is 160.27 kJ/mol. As for the HOMO energy: -7.7 eV. Its multiplicity is 1. The SMILES is CNC(=O)O.C=C(C)N.

```
21
Properties=species:S:1:pos:R:3:forces:R:3:mulliken_charge:R:1
O 0.9759 2.0238 0.3781 -1.3 0.1 -0.1 -0.50
O 0.3722 0.6184 2.0290 -1.1 -0.5 -1.3 -0.62
N 1.7095 -0.0810 0.2380 -1.2 1.1 1.4 -0.11
N -1.7809 -0.9994 0.3162 0.1 0.3 0.8 -0.59
C -2.0439 1.1406 -0.8730 0.3 0.3 0.6 -1.28
C -0.2996 -0.5185 -1.5129 -1.6 0.6 0.5 -1.03
C -1.2333 -0.1042 -0.6111 0.1 -1.2 -2.7 0.74
C 2.0666 -1.3686 0.7846 0.0 0.0 -0.5 -0.87
C 0.8121 0.7777 0.9026 4.6 -0.2 1.1 0.63
H -1.9972 -0.5292 1.1943 0.0 -0.2 -0.2 0.31
H 2.0250 -2.1030 -0.0234 0.2 -0.2 0.1 0.28
H -2.4540 1.5364 0.0618 0.0 0.0 -0.1 0.34
H 0.0696 -1.5377 -1.5317 0.2 0.1 0.3 0.31
H -2.8821 0.9194 -1.5403 0.1 -0.1 0.1 0.32
H -1.4301 1.9228 -1.3278 -0.1 -0.2 0.0 0.32
H 0.4645 2.5940 0.9804 0.2 0.0 -0.3 0.36
H 2.3306 0.3786 -0.4165 -0.4 -0.2 0.1 0.23
H 3.0753 -1.3365 1.2007 0.0 -0.2 0.1 0.32
H 1.3613 -1.6943 1.5509 0.1 0.4 0.0 0.29
H 0.0130 0.1331 -2.3208 0.0 0.0 0.1 0.27
H -1.1544 -1.7726 0.5210 -0.2 0.1 -0.1 0.28
```
Positions in Å, forces in eV/Å.

Q: Number 3 is which compound?
A: C5H12N2O2